The following is a DFT calculation (wB97M-V/def2-TZVPD) of C37H29ClMoN15O10SSe as an isolated structure in a non-equilibrium geometry.

Geometry (Å):
H1 -1.1491 -3.2385 1.1662
C1 -2.3103 5.7225 0.1577
C2 -0.9076 -3.0969 -4.0692
H2 3.0150 -4.2936 0.5736
H3 6.4187 -2.9999 4.4630
H4 0.4389 0.6377 -5.3858
C3 0.3210 0.5114 -4.3169
C4 6.4313 -3.8085 3.7286
N1 -1.7325 -0.4297 1.0273
N2 -0.5355 -2.2119 -0.5063
C5 6.0424 -2.2432 1.7967
C6 -0.4551 -1.8513 -4.6609
C7 -1.4171 -4.3904 -1.9771
O1 2.1365 -2.8530 -1.2625
C8 -0.9648 -3.2405 -2.6183
Mo1 0.3228 -0.5174 0.4832
H5 -1.5073 2.8518 -5.1226
C9 -1.6261 3.0306 2.2576
C10 -2.5617 4.2226 -1.6606
O2 -3.0482 4.7062 -0.5053
N3 0.0447 0.1282 -1.5757
C11 0.5399 1.5335 -3.4336
O3 -0.4584 -3.0346 3.1662
H6 -0.4038 4.8771 -4.1936
N4 2.2882 -0.6234 -0.1322
C12 -4.3984 2.1468 -0.1345
N5 -4.1187 2.3000 -1.4509
H7 3.7183 0.7805 -0.8609
C13 4.6022 -4.1447 2.0235
O4 2.6127 2.8983 0.2685
N6 1.6296 0.2193 3.0491
H8 -1.1063 5.7553 -2.0130
C14 -1.7853 3.2325 -4.1464
H9 5.9745 -4.6853 4.1885
C15 4.1883 -2.5297 0.3100
H10 -5.3846 1.7187 0.0255
H11 -1.7336 -5.2401 -2.5693
H12 4.3098 -5.0499 2.5428
C16 5.6774 -3.3966 2.4889
H13 3.7934 0.4912 0.8916
O5 -1.4738 2.4374 0.0157
O6 3.9066 -1.2804 -1.9316
H14 -4.3213 2.8375 4.3203
H15 -3.1851 1.6516 -3.7632
C17 -1.5740 4.8600 -2.3991
C18 -0.1784 -0.8835 -2.4396
C19 -4.3758 2.4638 2.2369
C20 -3.6692 2.4447 0.9828
C21 -2.7396 2.5696 -3.3881
N7 1.4548 0.4224 4.2993
H16 -5.4341 2.2171 2.2276
N8 -1.2581 -4.0315 -4.8991
H17 -2.3643 6.6711 -0.3825
C22 -2.3645 3.1176 3.3846
C23 -2.2088 2.6301 0.9850
N9 -0.4433 -1.8001 -5.9582
C24 -1.1816 4.3681 -3.6372
H18 -2.3310 -0.4809 4.2308
O7 1.0818 -4.6369 2.3598
C25 -1.0521 -3.2746 0.0925
C26 -1.4843 -4.3884 -0.6076
N10 -2.6917 -0.6205 0.0650
H19 6.9052 -1.6724 2.1231
C27 -0.0939 -0.7201 -3.8114
H20 -2.7739 5.8340 1.1336
C28 3.1274 0.5842 0.0282
O8 1.1869 -2.4412 1.5254
H21 -1.2674 5.4277 0.2903
H22 5.5878 -0.9066 0.1741
C29 -2.3937 -0.4982 2.1860
N11 -1.8057 -0.2834 3.3983
C30 -0.5552 -2.1700 -1.8468
H23 7.4753 -4.0353 3.4979
C31 0.3523 1.3199 -2.0759
C32 2.2199 1.7515 0.3133
S1 3.0868 -1.8368 -0.8789
C33 -3.1202 3.0279 -2.1370
N12 0.4144 -0.1051 2.5065
H24 -4.6515 1.7009 -2.0562
N13 -3.6798 -0.7367 1.9977
O9 1.8368 -2.8897 3.7740
N14 -3.8203 -0.8021 0.6527
C34 3.8602 -3.7221 0.9328
H25 0.8553 2.5108 -3.7703
H26 -1.8536 -5.2426 -0.0579
C35 -0.4547 -0.0619 3.5229
C36 5.3018 -1.7997 0.7162
H27 0.4326 2.1300 -1.3652
H28 -0.5595 3.2292 2.2510
H29 -1.8856 3.4033 4.3160
Cl1 0.9101 -3.2592 2.7556
N15 0.1449 0.2584 4.6421
O10 0.9852 1.3968 0.5974
Se1 -1.0153 -3.3800 -6.5331
C37 -3.7663 2.8087 3.3904

Values from the calculation:
- multiplicity = 3
- LUMO energy (spin up / spin down) (eV) = 0.8637 / 0.8682
- orbital gap (spin up / spin down) (eV) = 6.339 / 6.391
- total charge = -1
- HOMO (spin up / spin down) (eV) = -5.476 / -5.523
- expectation value of S² = 2.012
- energy above the lowest of the compared OMol25 structures with the same formula, charge and spin (kJ/mol) = 0.0

---

The following is a DFT calculation (wB97M-V/def2-TZVPD) of a 2-piece molecular cluster, C4H6O overall in a non-equilibrium geometry.

Geometry (Å):
H1 1.5399 1.3575 0.9050
O1 -0.7093 -0.1752 0.7547
H2 -2.2774 1.2750 0.5196
C1 -1.6099 0.6734 -0.0045
H3 -2.3604 0.0324 -0.4569
C2 1.3494 -1.3031 0.3433
H4 1.8736 -1.9960 0.9298
H5 -1.1224 1.2229 -0.7596
C3 1.2956 -0.5692 -0.7763
C4 0.5303 -0.0248 0.3586
H6 1.4906 -0.4929 -1.8135

Values from the calculation:
- multiplicity = 3
- LUMO energy (spin up / spin down) (eV) = 0.7177 / -2.1118
- orbital gap (spin up / spin down) (eV) = 5.932 / 7.712
- HOMO (spin up / spin down) (eV) = -5.214 / -9.823
- expectation value of S² = 2.053
- energy above the lowest of the compared OMol25 structures with the same formula, charge and spin (kJ/mol) = 532.3

---

The following is a DFT calculation (wB97M-V/def2-TZVPD) of C30H28ClIMoN8O5PS as an isolated structure.

Geometry (Å):
H1 -4.7476 7.4961 -2.3558
C1 0.8344 -0.5573 3.9033
H2 -2.8330 1.7592 -0.3488
N1 -4.2610 -0.7953 1.0249
C2 -3.1469 0.8899 0.1945
C3 4.8321 2.4761 1.5275
H3 -0.7200 5.7290 -0.6002
S1 -0.9362 3.4606 1.0903
C4 2.5504 1.7087 1.5985
C5 -1.0552 -1.4286 3.3230
H4 -1.1963 -5.9083 0.0555
H5 -5.5226 4.7790 0.0722
C6 -1.5813 -2.7751 5.3871
C7 -2.1713 4.4070 0.2615
C8 2.7698 0.8987 0.4607
H6 1.6529 3.8218 4.6231
H7 0.8641 -1.5044 5.9086
H8 0.9060 2.6445 -1.5013
C9 -2.7379 6.3206 -1.0617
C10 -0.5321 1.1616 -1.9704
H9 -6.0157 6.3977 -1.7964
C11 5.0519 1.6949 0.4320
O1 1.7385 0.1860 0.0327
C12 -5.1376 6.9654 -1.4879
C13 3.5619 2.5106 2.1487
H10 -2.6450 -4.9855 0.4606
H11 -2.6281 -2.6936 5.1187
C14 0.6090 -2.4688 -0.4205
H12 0.5272 -4.5861 -1.0941
H13 0.0139 2.3018 3.5821
C15 0.4142 -1.3142 4.9481
C16 -4.0941 6.0635 -0.8825
H14 -0.7235 3.2851 -1.7111
C17 1.0163 2.3689 3.1846
N2 -2.2831 0.1606 0.9709
C18 -1.7744 5.5095 -0.4865
C19 -2.9794 -0.8608 1.4422
H15 1.7582 -0.0201 3.8325
Mo1 -0.0903 0.3509 0.8429
H16 -5.3050 0.6013 -0.2356
H17 -2.4308 7.1781 -1.6496
O2 -0.7277 1.0744 -3.1523
C20 -4.3758 0.3168 0.2300
H18 3.9620 3.9479 3.7142
I1 4.3456 -0.2950 -1.7741
C21 0.1903 -3.7624 -0.4868
N3 -0.1040 -0.6014 2.8925
C22 3.2219 3.2932 3.2739
H19 -1.2520 -3.8024 5.2484
O3 -1.5845 2.7875 2.2042
C23 -3.5207 4.1444 0.4780
H20 -1.4756 -5.4089 1.7263
H21 1.3820 -1.9597 -0.9721
N4 -0.7803 -1.8578 4.5702
H22 -3.8147 3.3311 1.1263
H23 -5.0404 -2.7536 1.1087
H24 -5.4661 7.7111 -0.7617
C24 4.0187 0.9030 -0.1080
C25 -0.1494 2.4644 -1.2859
C26 -4.4689 4.9712 -0.0999
N5 -0.1510 -1.8189 0.5140
N6 -0.8437 -3.8877 0.4087
H25 -6.2017 -1.4822 0.7312
O4 0.1228 4.3956 1.3760
C27 1.9583 3.2191 3.7790
H26 -5.6161 -1.6680 2.3884
H27 6.0321 1.6872 -0.0254
C28 -1.0254 -2.6880 0.9943
C29 -5.3390 -1.7347 1.3391
N7 1.2890 1.6277 2.1323
C30 -1.5897 -5.1173 0.6860
H28 -1.4662 -2.5026 6.4316
O5 -0.6201 0.1408 -1.1178
P1 -2.2618 -2.2923 2.2735
N8 -0.3998 2.2709 0.1427
Cl1 6.1225 3.4433 2.1666

Values from the calculation:
- multiplicity = 3
- LUMO energy (spin up / spin down) (eV) = -2.9516 / -3.1048
- orbital gap (spin up / spin down) (eV) = 6.857 / 6.988
- total charge = +1
- HOMO (spin up / spin down) (eV) = -9.808 / -10.093
- expectation value of S² = 2.013
- energy above the lowest of the compared OMol25 structures with the same formula, charge and spin (kJ/mol) = 0.0

---

The following is a DFT calculation (wB97M-V/def2-TZVPD) of a 13-piece molecular cluster, C46H94N2O26 overall in a non-equilibrium geometry.

Geometry (Å):
H1 0.7588 -4.8281 -0.2899
H2 3.5655 -0.4843 -0.4319
H3 2.0314 -1.4051 -0.4966
C1 -3.6008 5.7990 -2.9445
H4 -2.6909 1.4625 1.5652
C2 2.0843 5.2729 4.2596
O1 -1.4778 -2.2315 -7.6605
O2 -3.6080 4.9674 -1.9007
H5 -2.3199 -7.3444 -3.7649
H6 0.5122 3.1469 -3.4874
C3 2.8664 1.6651 6.1081
O3 3.5321 2.2128 7.2598
C4 4.8719 5.4162 1.7946
O4 3.0925 3.5368 2.8686
O5 4.8165 3.6145 6.0344
H7 -2.3423 -0.4821 6.1748
C5 -1.6046 -3.7748 -5.3927
H8 5.0297 -7.6198 -1.7274
H9 1.6090 -2.2978 -7.3928
H10 2.0876 3.4994 0.6560
O6 2.9355 2.2390 -1.3584
H11 5.5995 4.7385 2.2411
O7 -5.6811 0.7561 2.1363
N1 -0.6051 -2.5597 4.4289
H12 -3.0886 2.5045 -1.5923
H13 -0.6338 -2.6100 2.2866
H14 3.5929 -2.2420 -0.7453
H15 3.0018 -1.7600 -5.2572
H16 4.5400 3.4539 9.2069
C6 5.6031 6.7205 1.3131
H17 -2.6285 -1.0016 -4.0964
H18 -4.8230 7.6222 -2.8994
H19 4.9896 7.6210 1.2843
O8 1.7571 -0.9733 -2.9474
C7 -4.9153 6.5497 -3.0702
H20 4.2084 -8.5990 0.6954
H21 -5.0143 -0.4177 -3.9318
C8 -1.8817 1.1516 4.8669
O9 3.8372 5.7767 2.7135
H22 -1.3537 3.0162 2.8119
H23 0.3632 1.6053 -2.8598
H24 1.9649 -4.7978 0.9997
C9 2.6171 0.1587 6.2588
C10 0.3472 0.4556 0.9753
H25 2.4164 -4.3904 -0.7151
H26 -6.7772 3.3567 -3.5641
C11 1.8079 -5.0113 -0.0576
O10 -2.2341 -9.2157 -1.4744
H27 -0.3096 0.9946 1.6580
H28 -3.5760 3.4656 3.6931
O11 0.6157 -2.3911 4.4427
C12 -1.9891 -8.1162 -1.8764
O12 -2.8108 0.9137 4.0897
O13 -1.2894 -2.8480 5.4131
H29 -2.6701 4.8842 3.3032
O14 0.0488 -0.8369 0.5547
H30 1.2036 4.6309 4.2440
H31 -3.6422 -7.6133 0.0339
O15 1.2181 3.7368 -1.2253
C13 -1.4632 -7.7837 -3.2538
H32 -0.4452 4.0518 0.5670
C14 -2.3116 4.4710 -1.4179
H33 1.8561 0.0110 7.0250
H34 0.7886 -1.1783 -8.2559
H35 2.5642 5.1040 5.2236
H36 -1.9355 -4.4855 -3.2675
H37 -1.9443 -5.1568 0.7892
H38 -4.0770 -0.4435 -2.4469
H39 3.4110 1.7076 5.1648
C15 -1.5345 0.2184 5.9629
C16 0.2868 4.8519 0.6771
H40 1.9724 2.2405 5.8677
C17 -5.9974 1.5974 -2.6882
C18 -4.2618 0.1242 -3.3589
C19 -2.7348 4.0726 4.0279
C20 3.0881 4.7479 3.2168
C21 -1.4780 3.3447 3.8438
H41 -1.4150 4.9981 -1.7439
H42 1.0344 -0.8227 -6.5437
H43 -1.3775 0.7994 6.8716
C22 4.2583 -8.3634 -1.5274
C23 -6.4185 3.0760 -2.5738
O16 -1.1863 2.3217 4.8413
H44 -1.8831 -1.5686 3.0772
C24 0.7765 -1.6080 -7.2542
H45 -2.0136 -2.5931 -1.3575
H46 -1.9618 -3.3258 3.1454
H47 2.7123 -8.9617 -0.1588
H48 4.3967 4.9648 0.9237
H49 -3.3593 -0.0925 1.8538
H50 0.5197 5.1785 1.6905
H51 -3.6115 -5.1179 0.1144
C25 -2.7153 -7.0505 0.1450
C26 -2.2284 3.0668 -1.9554
O17 -6.7852 0.7056 -2.5603
H52 5.9554 6.4907 0.3075
C27 1.6394 0.3745 1.7716
C28 1.8808 2.7242 -1.7747
C29 -0.4955 -2.3836 -6.9846
H53 3.4230 0.6169 -4.3327
H54 4.7799 -9.3136 -1.6423
O18 -1.5129 -0.1494 -1.0295
H55 4.3538 -0.8596 -6.1242
C30 2.0753 -6.5113 -0.3535
H56 -0.1258 5.7462 0.2101
O19 -2.1574 -6.9801 -1.1963
H57 2.1289 1.3451 1.6918
C31 5.2162 3.4308 8.3523
H58 -0.6896 4.0761 4.0216
H59 -2.3031 4.5010 -0.3284
H60 -0.3953 -3.6450 -3.5884
H61 -2.3136 -2.9759 -5.1756
C32 2.8782 -0.9991 -2.3558
C33 4.4694 3.0785 7.0708
H62 1.3077 0.0582 2.7605
C34 -3.4822 0.7924 1.2293
C35 4.1724 -0.1594 -4.1783
H63 -5.5764 6.0647 -2.3520
H64 -0.6203 -0.3259 5.7261
H65 -1.0930 -8.6493 -3.8031
H66 -2.1076 2.9920 -3.0361
O20 1.2926 -7.1348 -1.1221
O21 3.1389 -6.9825 0.2439
C36 1.1296 2.3512 -3.0705
H67 5.1919 0.2176 -4.2594
H68 -3.3125 -5.7338 1.7270
H69 -2.0134 -4.5178 -6.0775
H70 1.8791 6.3337 4.1153
H71 -3.4009 0.6059 0.1585
C37 3.5846 -8.3082 -0.1499
H72 2.3899 4.9552 -0.1931
C38 -2.9523 0.0353 -4.1861
C39 3.0396 -1.3159 -0.9010
H73 -2.9354 4.2744 5.0801
H74 -2.1620 0.6790 -3.7996
N2 -4.8599 1.3860 1.4972
H75 6.4830 6.9784 1.9025
H76 3.4811 -8.2071 -2.2754
H77 -1.3359 2.5897 -1.5505
H78 1.8771 2.0499 -3.8043
H79 -5.2851 6.3303 -4.0719
O22 -5.1557 2.4447 0.9415
H80 2.2225 -0.1628 5.2949
H81 -3.0890 0.3462 -5.2219
C40 -1.2644 -2.4379 -0.5812
H82 4.6470 -2.1563 -4.9676
H83 0.5069 1.1413 0.1432
C41 -1.1655 -4.2885 -4.0135
O23 -4.7051 1.4330 -3.1249
H84 -5.5674 3.6595 -2.2226
H85 5.6455 4.4234 8.2166
H86 -7.2389 3.1173 -1.8574
O24 -2.6973 5.8863 -3.7360
H87 -0.7353 -5.2773 -4.1723
H88 3.5740 -0.2917 6.5225
H89 2.3545 -0.3871 1.4603
H90 -0.6362 -7.0804 -3.1561
H91 -0.3475 -2.8740 -0.9777
O25 4.0343 -0.6437 -2.8530
H92 -1.4826 -2.8323 0.4113
C42 -2.8991 -5.6780 0.7200
H93 6.0557 2.7822 8.6028
O26 -0.4501 -3.0943 -5.9008
H94 -2.0935 -7.6128 0.8416
C43 1.5981 4.2372 0.0203
C44 -1.2813 -2.4743 3.1528
C45 -0.9469 -0.9863 -0.3679
C46 3.9950 -1.3145 -5.2009

Values from the calculation:
- multiplicity = 2
- LUMO energy (spin up / spin down) (eV) = 1.9333 / 1.9329
- orbital gap (spin up / spin down) (eV) = 3.059 / 6.739
- total charge = -1
- HOMO (spin up / spin down) (eV) = -1.126 / -4.806
- expectation value of S² = 0.753